[1]
{
  "formula": "C3H5N3O",
  "method": "ωB97M-V/def2-TZVPD",
  "e_above_lowest_kcal_mol": 152.4,
  "homo_energy_ev": [-9.2, -9.1],
  "symbols": ["N", "C", "C", "O", "N", "C", "N", "H", "H", "H", "H", "H"],
  "xyz": [[0.4446, -1.5851, -0.3384], [0.1429, -0.5778, 0.4545], [-0.5826, -0.5303, 1.6528], [-0.7925, 0.7144, 1.9724], [-0.3777, 1.6092, 0.9983], [0.2137, 0.8350, 0.0762], [0.6149, 1.1073, -1.1522], [-0.2777, -0.9139, -1.7822], [1.2509, -1.3174, -0.9082], [-0.8704, -1.2837, 2.3727], [-0.0516, -0.0796, -1.8854], [0.2854, 2.0220, -1.4605]],
  "forces_ev_per_angstrom": [[0.0, 0.2, 0.0], [-0.1, 0.0, 0.0], [0.1, 0.1, -0.1], [-0.1, -0.3, 0.1], [0.2, 0.0, -0.3], [0.0, 0.0, -0.2], [-0.1, 0.0, 0.1], [0.0, -0.1, 0.1], [-0.1, 0.0, 0.0], [0.1, 0.1, -0.1], [0.1, 0.1, 0.1], [0.0, 0.0, 0.0]],
  "mulliken_charge": [-0.8434, 0.8349, -0.3479, -0.0782, -0.4983, 0.2610, -0.6180, 0.2963, 0.3931, 0.4384, -0.0706, 0.2327]
}

---

[2]
{
  "formula": "C16H48AsF6N2O18S5",
  "method": "ωB97M-V/def2-TZVPD",
  "charge": -1,
  "homo_energy_ev": -3.3,
  "symbols": ["N", "H", "H", "H", "H", "N", "H", "H", "H", "H", "C", "O", "O", "O", "As", "F", "F", "F", "F", "F", "F", "O", "S", "O", "O", "C", "C", "C", "H", "H", "H", "H", "H", "H", "H", "H", "O", "S", "O", "O", "C", "C", "C", "H", "H", "H", "H", "H", "H", "H", "H", "O", "S", "O", "O", "C", "C", "C", "H", "H", "H", "H", "H", "H", "H", "H", "O", "S", "O", "O", "C", "C", "C", "H", "H", "H", "H", "H", "H", "H", "H", "O", "S", "O", "O", "C", "C", "C", "H", "H", "H", "H", "H", "H", "H", "H"],
  "xyz": [[0.0601, 0.4348, -0.1253], [-0.5745, -0.1104, -0.6976], [0.4184, -0.2089, 0.5978], [-0.4627, 1.1984, 0.2923], [0.8635, 0.7621, -0.6486], [-0.5268, -1.5503, 3.7612], [-1.2356, -2.2722, 3.7288], [-0.9430, -0.7014, 4.1357], [-0.1969, -1.2235, 2.8429], [0.2830, -1.8372, 4.3008], [2.0918, -0.7436, 1.9363], [1.8865, 0.4325, 2.3038], [1.1081, -1.4046, 1.4384], [3.2064, -1.2722, 2.1807], [-3.4638, 0.3051, 1.5082], [-2.6913, -0.1326, -0.0818], [-5.0362, -0.3291, 0.8980], [-4.2237, 0.8187, 3.0113], [-1.8967, 0.8669, 2.1086], [-3.7956, 1.8961, 0.7807], [-3.0503, -1.2111, 2.2668], [-0.7727, 3.0013, -0.1561], [-0.6852, 4.4364, -0.2982], [-0.2421, 5.2700, 0.7865], [0.1576, 4.7820, -1.6526], [0.4459, 6.1337, -1.9864], [1.4599, 6.0978, -3.0830], [-2.3739, 4.9800, -0.8665], [0.9658, 6.6552, -1.1791], [-0.4906, 6.6663, -2.1596], [1.4229, 7.0256, -3.6560], [1.1122, 5.3133, -3.7555], [2.4416, 6.0209, -2.6223], [-3.1147, 4.4995, -0.2288], [-2.5619, 4.6969, -1.9000], [-2.4143, 6.0610, -0.7406], [-0.6500, -5.0616, 1.8302], [-1.2388, -4.9227, 0.5152], [-0.4618, -4.9473, -0.7293], [-2.4668, -6.0256, 0.4094], [-2.4321, -7.1396, 1.2718], [-3.1918, -8.2739, 0.6273], [-2.2496, -3.4125, 0.4124], [-2.7040, -6.8764, 2.2962], [-1.4293, -7.5442, 1.4384], [-3.1998, -9.1594, 1.2603], [-2.6838, -8.4462, -0.3205], [-4.2053, -7.8984, 0.4790], [-2.9014, -3.5318, -0.4520], [-1.4508, -2.7185, 0.1530], [-2.8573, -3.3821, 1.3116], [-0.9936, -1.5893, -2.1815], [-0.9135, -2.0008, -3.5680], [-1.7804, -1.4691, -4.6081], [0.6184, -1.7174, -4.0323], [0.9185, -1.8046, -5.3963], [2.3500, -1.4469, -5.6761], [-0.8846, -3.8437, -3.6931], [0.2394, -1.1744, -5.9732], [0.7752, -2.8044, -5.8184], [2.7257, -0.6989, -4.9771], [2.5699, -1.0782, -6.6777], [3.0010, -2.3136, -5.5465], [-1.3399, -4.1280, -4.6412], [-1.5151, -4.2081, -2.8849], [0.1351, -4.2208, -3.6905], [2.3590, 4.6341, 4.0624], [1.5873, 3.4529, 4.4968], [2.1977, 2.2276, 4.9766], [0.5421, 4.0212, 5.6494], [-0.0424, 5.2960, 5.5292], [-1.5512, 5.1757, 5.4394], [0.3611, 3.0663, 3.1864], [0.4369, 5.8571, 4.7260], [0.1600, 5.8603, 6.4428], [-1.8889, 4.7530, 4.4916], [-2.0235, 6.1586, 5.4808], [-1.9434, 4.5485, 6.2392], [-0.1681, 3.9862, 2.9479], [-0.3001, 2.2747, 3.5311], [0.9306, 2.6663, 2.3472], [4.1124, 0.8090, -3.5314], [3.5437, 0.4145, -2.2503], [2.2701, 0.9729, -1.8312], [3.5306, -1.2461, -2.1719], [2.6280, -1.9017, -1.2458], [2.3991, -3.2546, -1.9509], [4.8244, 0.6892, -0.9107], [1.6775, -1.3857, -1.1200], [3.1021, -1.9203, -0.2632], [2.3936, -3.1384, -3.0329], [1.4975, -3.7451, -1.5868], [3.2337, -3.9279, -1.7462], [4.3739, 0.8099, 0.0745], [5.3912, 1.5545, -1.2483], [5.4102, -0.2275, -0.9103]],
  "forces_ev_per_angstrom": [[-0.7, 0.3, -0.4], [-0.1, 0.1, -0.4], [0.6, -1.0, 1.2], [0.2, 0.0, 0.0], [0.0, 0.3, -0.2], [-0.4, 0.8, 0.7], [0.0, -0.1, -0.4], [-0.1, 0.0, 0.4], [1.0, -0.5, -1.6], [0.2, 0.0, -0.1], [2.1, 0.0, 2.0], [-1.3, 2.9, 0.1], [-2.6, -1.5, -1.1], [0.8, -1.3, -0.9], [-0.8, 1.2, -1.5], [-0.7, 0.0, 1.8], [1.7, 0.4, 0.7], [0.4, -0.3, -0.8], [-0.5, 0.0, -0.3], [0.2, -1.0, 0.7], [-0.2, -0.3, -0.3], [0.7, 1.8, -0.4], [-1.9, 0.0, -1.1], [-0.1, -0.3, -0.7], [-0.4, -1.3, 1.4], [0.3, 1.0, 1.2], [-0.9, 0.4, -0.8], [1.0, 0.0, 0.7], [-0.5, -0.2, 0.6], [0.0, 0.0, -0.5], [0.1, 0.1, 0.1], [0.9, -0.2, -0.1], [0.1, -0.6, -0.5], [0.2, -0.1, 0.1], [0.3, -0.1, 0.1], [0.0, 0.0, 0.0], [-0.2, -0.1, -1.1], [-0.8, 0.8, -1.0], [-0.9, -0.6, 2.1], [1.0, 0.9, -0.4], [1.3, -1.4, 1.2], [-0.4, 1.1, 0.1], [0.8, -1.9, -0.5], [-0.7, 0.2, -0.2], [0.4, 0.5, -0.4], [0.0, 0.0, -0.1], [-0.3, -0.3, -0.1], [-0.2, -0.5, -0.3], [0.1, 0.0, 0.0], [-0.5, 0.7, 0.7], [0.4, 0.7, 0.1], [0.0, -0.4, -1.6], [0.8, -0.6, -0.9], [0.6, -0.5, 1.5], [-0.8, 0.2, 1.5], [-0.3, 0.0, -2.3], [1.2, 0.1, 0.7], [-0.8, 0.9, -0.2], [0.0, 0.2, 0.2], [-0.3, -0.3, 0.5], [-0.1, 0.1, 0.0], [-0.6, 0.0, -0.1], [0.0, -0.1, 0.1], [-0.1, 0.3, 0.0], [0.4, -0.1, 0.1], [0.0, 0.2, 0.5], [-0.8, -2.1, 0.8], [-0.4, 0.7, -1.2], [-0.9, 2.2, 0.0], [1.2, -1.6, 0.0], [-0.3, 0.8, 0.2], [-0.3, 0.0, -0.7], [1.0, -0.1, 0.7], [-0.3, -0.1, -0.2], [0.3, -0.2, 0.1], [0.2, -0.2, 0.0], [0.1, 0.1, 0.2], [0.1, 0.1, 0.1], [0.1, 0.0, 0.0], [0.1, 0.1, 0.2], [0.1, 0.0, 0.0], [-0.8, -0.8, 1.3], [1.3, -1.0, 1.6], [0.9, -0.5, -0.7], [-0.1, 3.0, -1.0], [-0.4, -0.8, -0.4], [0.5, -0.2, 0.9], [-0.9, -0.2, -1.2], [0.2, 0.2, -0.3], [-0.1, -0.4, 0.1], [-0.3, 0.2, 0.1], [-0.1, 0.1, 0.0], [0.0, 0.0, 0.1], [-0.3, 0.1, -0.2], [0.0, 0.0, 0.2], [0.1, 0.2, -0.1]],
  "mulliken_charge": [1.4533, 0.0225, -0.4320, 0.3782, 0.3462, -0.1169, 0.3384, 0.4031, -0.1191, 0.4244, 0.2570, -0.6426, -0.7969, -0.8584, 2.1279, -0.4935, -0.5072, -0.5180, -0.4959, -0.5126, -0.5045, -0.6460, 1.0918, -0.7123, -0.1561, -0.2393, -1.1864, -1.0997, 0.2625, 0.3687, 0.3711, 0.3038, 0.2965, 0.3273, 0.3105, 0.4359, -0.6652, 1.0762, -0.5757, -0.2479, -0.2212, -1.2044, -0.5379, 0.3325, 0.3292, 0.3815, 0.2874, 0.2863, 0.3882, -0.0516, 0.4043, -0.5505, 1.1105, -0.7209, -0.1282, -0.4095, -0.9932, -0.9660, 0.4484, 0.2949, 0.0710, 0.4171, 0.2888, 0.4358, 0.2269, 0.2735, -0.6558, 1.1513, -0.5498, -0.4083, -0.2674, -1.0377, -0.4831, 0.3500, 0.3492, 0.2513, 0.3610, 0.2809, 0.1829, 0.2097, 0.1837, -0.6547, 1.0677, -0.7061, -0.3987, 1.0622, -0.7737, -0.9779, -0.6785, 0.4975, 0.0224, -0.1554, 0.4951, 0.2773, 0.4367, 0.3060]
}

---

[3]
{
  "formula": "C21H48Cl2N2O11",
  "method": "ωB97M-V/def2-TZVPD",
  "smiles": "COC[C@H](C)N.COC[C@H](C)N.CCOC(=O)OC.CCOC(=O)OC.CCOC(=O)OC.ClCCl",
  "homo_energy_ev": -8.6,
  "symbols": ["C", "C", "C", "O", "C", "N", "H", "H", "H", "H", "H", "H", "H", "H", "H", "H", "H", "C", "C", "C", "O", "C", "N", "H", "H", "H", "H", "H", "H", "H", "H", "H", "H", "H", "C", "C", "O", "C", "O", "O", "C", "H", "H", "H", "H", "H", "H", "H", "H", "C", "C", "O", "C", "O", "O", "C", "H", "H", "H", "H", "H", "H", "H", "H", "C", "C", "O", "C", "O", "O", "C", "H", "H", "H", "H", "H", "H", "H", "H", "C", "Cl", "Cl", "H", "H"],
  "xyz": [[-1.0532, -2.4394, 4.7988], [-0.0244, -1.7181, 3.8308], [-0.7505, -1.1550, 2.6166], [0.0379, -0.3530, 1.7492], [1.1698, -1.0258, 1.1342], [0.6194, -0.6309, 4.4671], [-0.4277, -2.9132, 5.5553], [-1.5510, -3.2040, 4.2024], [-1.7336, -1.6985, 5.2186], [0.6827, -2.5314, 3.6676], [-1.5533, -0.4658, 2.8784], [-1.2401, -1.9306, 2.0276], [1.6586, -0.3029, 0.4811], [0.7526, -1.8373, 0.5379], [1.9045, -1.4005, 1.8468], [-0.0464, 0.0006, 4.8891], [1.1395, -0.0950, 3.7872], [3.7958, 0.3096, -1.8449], [4.6139, -0.0626, -3.0566], [3.8231, 0.2678, -4.3728], [2.6890, -0.5870, -4.5341], [1.8715, -0.2168, -5.6064], [5.7916, 0.7492, -2.9318], [4.4743, 0.2609, -0.9932], [2.9834, -0.4087, -1.7350], [3.3281, 1.2927, -1.8976], [4.8972, -1.1118, -2.9732], [4.4420, 0.1646, -5.2640], [3.4403, 1.2877, -4.3337], [1.1093, -0.9941, -5.6614], [2.4094, -0.3137, -6.5495], [1.3744, 0.7529, -5.5808], [6.1818, 0.7208, -2.0007], [6.5321, 0.4574, -3.5536], [-6.0555, 0.3132, -2.2635], [-5.8512, 1.4230, -3.2922], [-5.0416, 2.4092, -2.6941], [-4.6029, 3.4939, -3.3145], [-4.9224, 3.8152, -4.4806], [-3.9320, 4.2947, -2.4429], [-3.4623, 5.5722, -2.9123], [-6.3563, 0.6912, -1.2864], [-5.2066, -0.3525, -2.1077], [-6.8656, -0.3272, -2.6123], [-6.8283, 1.7996, -3.5949], [-5.3537, 1.1499, -4.2228], [-2.7443, 5.4692, -3.7259], [-2.9072, 6.0104, -2.0830], [-4.2702, 6.2564, -3.1716], [3.4455, -5.5070, 2.5526], [3.9620, -4.4531, 1.6502], [3.2924, -4.6688, 0.4003], [3.2253, -3.7003, -0.4513], [3.7486, -2.5600, -0.3025], [2.6131, -4.1957, -1.5281], [2.4036, -3.3820, -2.6330], [2.4146, -5.1825, 2.6940], [3.9623, -5.6173, 3.5059], [3.3922, -6.4433, 1.9970], [5.0407, -4.5495, 1.5267], [3.8117, -3.4307, 1.9968], [1.9758, -2.3836, -2.5414], [1.6826, -3.9193, -3.2490], [3.2342, -3.1888, -3.3119], [-2.6831, 3.2342, 1.1731], [-1.6570, 2.7828, 2.2737], [-2.3428, 2.9592, 3.5123], [-1.7767, 2.4917, 4.6848], [-0.6968, 1.8585, 4.8072], [-2.4962, 2.9925, 5.6189], [-2.2515, 2.6967, 6.9465], [-3.6078, 2.6700, 1.2948], [-2.3270, 2.9244, 0.1906], [-2.8851, 4.3053, 1.1754], [-0.8256, 3.4871, 2.2455], [-1.2984, 1.7728, 2.0753], [-1.4113, 3.2909, 7.3056], [-1.9366, 1.6665, 7.1128], [-3.0845, 2.8773, 7.6258], [-1.1441, 0.0274, -1.2293], [-2.5867, 0.5215, -2.0160], [0.1285, -0.1650, -2.4217], [-0.9101, 0.8292, -0.5290], [-1.3538, -0.9274, -0.7472]],
  "forces_ev_per_angstrom": [[1.4, 0.8, -1.2], [-1.8, -0.5, 0.7], [-0.2, -0.5, -1.1], [1.2, -0.1, -0.1], [-1.2, 0.5, 0.2], [1.2, 0.2, 1.3], [-0.4, 0.0, 0.2], [-0.3, 0.0, 0.3], [-0.2, -0.2, 0.1], [0.3, 0.2, -0.9], [0.0, -0.1, 0.7], [0.0, -0.5, -0.2], [-0.1, -0.1, 0.0], [0.3, -0.3, -0.2], [-0.1, 0.0, 0.2], [0.0, 0.1, -0.1], [0.0, 0.2, 0.0], [-0.8, -0.7, 0.1], [-0.9, 0.6, -0.2], [0.1, -0.5, 0.5], [0.4, 0.2, 0.9], [-0.2, -1.2, -0.7], [1.1, 0.9, -1.0], [-0.4, -0.1, 0.3], [0.1, 0.0, 0.4], [0.3, 0.2, -0.2], [-0.5, -0.4, -0.4], [0.3, 0.0, -0.1], [0.3, 0.3, 0.2], [-0.2, 0.1, 0.1], [0.3, 0.3, -0.2], [0.2, 0.3, 0.5], [-0.2, -0.1, 0.1], [0.1, 0.0, -0.2], [-0.1, -0.4, -0.4], [-0.1, -0.4, -0.5], [1.1, 1.0, 1.5], [-1.8, 1.8, -2.7], [1.3, -0.9, 2.9], [-0.3, -0.9, -0.5], [0.3, 0.0, 0.1], [0.0, 0.3, -0.1], [0.2, 0.3, -0.1], [-0.1, 0.0, -0.1], [0.0, 0.5, 0.2], [0.0, -0.6, 0.1], [-0.3, -0.2, -0.2], [-0.2, -0.2, 0.1], [-0.1, -0.3, -0.2], [-1.3, -0.1, 0.0], [1.4, 0.6, -0.1], [0.0, -0.9, 1.2], [2.2, 3.6, -0.7], [-2.0, -3.2, -0.7], [0.2, 0.4, 0.9], [-0.9, 0.9, -2.5], [-0.2, -0.5, 0.6], [0.0, 0.1, -0.2], [0.2, -0.1, 0.3], [0.1, 0.0, -0.5], [-0.3, -0.1, 0.0], [0.0, -0.1, 1.1], [0.0, -0.1, 0.1], [0.7, -0.5, 0.5], [0.6, -1.0, 0.6], [-0.8, 1.1, -1.4], [0.7, -1.3, 1.6], [3.6, -0.5, -2.5], [-3.6, 1.8, -0.5], [-2.2, 0.6, 0.6], [1.5, -0.7, 2.1], [-0.1, 0.2, 0.2], [0.2, 0.2, -0.1], [0.1, -0.1, 0.1], [0.3, -0.2, 0.1], [-0.1, -0.1, 0.4], [0.0, 0.2, 0.0], [-0.1, -0.2, -0.4], [-0.4, 0.3, -0.8], [0.2, -0.1, 0.5], [-1.5, 0.5, -0.6], [0.6, -0.1, 0.0], [0.4, -0.5, 0.0], [0.4, 0.2, 0.1]],
  "mulliken_charge": [-1.5869, 0.4425, -0.7416, -0.3806, -0.9147, -0.6193, 0.4008, 0.3802, 0.3383, 0.1814, 0.4053, 0.4204, 0.1210, 0.3743, 0.5347, 0.2731, 0.3268, -0.9216, 0.9333, -0.9288, -0.0787, -0.9502, -0.7564, 0.4696, -0.2649, 0.2354, 0.1156, 0.3473, 0.3615, 0.2533, 0.3616, 0.3382, 0.2446, 0.2563, -1.0465, -0.3251, -0.1910, 0.6624, -0.6091, -0.2235, -0.6643, 0.2642, 0.2501, 0.3768, 0.4001, 0.2971, 0.3121, 0.2188, 0.3006, -1.2091, -0.0868, -0.3361, 0.8093, -0.5842, -0.3605, -0.4885, 0.2565, 0.3863, 0.3164, 0.3002, 0.2684, 0.0891, 0.3527, 0.3079, -1.2893, 0.8267, -0.2505, 0.7853, -0.6676, -0.3306, -0.6718, 0.3195, 0.3371, 0.3769, 0.2536, -0.5062, 0.3005, 0.2963, 0.2616, -0.0473, -0.0980, -0.0581, 0.0029, 0.1428]
}

---

| no. | maximum force (eV Å⁻¹) | DFT total energy (eV) |
| --- | --- | --- |
| 1 | 0.34 | -9703.973 |
| 2 | 3.20 | -188528.125 |
| 3 | 4.39 | -73100.875 |